The following is a DFT calculation (wB97M-V/def2-TZVPD) of C43H70BF3N10SSi4TeTi as an isolated structure in a non-equilibrium geometry.

Structure (XYZ):
```
134
Properties=species:S:1:pos:R:3:lowdin_charge:R:1
Ti 0.129 0.065 -0.595 0.394
C -1.606 -4.677 1.429 -0.027
C -0.605 -3.838 0.711 -0.264
C 0.405 -4.280 -0.107 0.009
C 1.047 -3.137 -0.608 -0.243
N 0.447 -2.044 -0.086 0.012
N -0.554 -2.485 0.721 0.030
B -1.520 -1.612 1.536 -0.544
N -2.408 -0.781 0.593 0.023
N -1.979 0.293 -0.093 -0.004
C -3.058 0.930 -0.559 -0.238
C -4.203 0.221 -0.181 0.029
C -3.750 -0.848 0.563 -0.265
C -4.569 -1.898 1.227 -0.028
C -3.043 2.261 -1.269 -0.521
C -4.466 2.830 -1.366 -0.063
C -2.504 2.121 -2.692 -0.100
C -2.173 3.235 -0.470 -0.051
N -0.845 -0.651 2.523 0.001
N -1.463 0.504 2.816 0.141
C -0.841 1.034 3.862 -0.276
C 0.181 0.177 4.287 -0.004
C 0.147 -0.889 3.410 -0.281
C 1.005 -2.104 3.407 -0.013
C -1.242 2.377 4.411 -0.540
C -2.658 2.261 4.997 -0.056
C -0.258 2.844 5.486 -0.052
C -1.254 3.384 3.256 -0.040
C 2.235 -3.308 -1.544 -0.509
C 1.858 -4.376 -2.591 -0.058
C 2.691 -2.078 -2.327 -0.077
C 3.412 -3.825 -0.694 -0.037
H -1.405 -5.727 1.221 0.076
H -2.617 -4.445 1.090 0.068
H -1.562 -4.513 2.505 0.075
H 0.639 -5.307 -0.301 0.103
H -2.218 -2.341 2.171 0.114
H -5.225 0.451 -0.399 0.098
H -5.618 -1.730 0.996 0.074
H -4.434 -1.858 2.306 0.079
H -4.281 -2.890 0.884 0.066
H -5.093 2.204 -1.998 0.078
H -4.425 3.821 -1.814 0.080
H -4.929 2.922 -0.385 0.080
H -3.131 1.451 -3.277 0.060
H -1.488 1.737 -2.681 -0.038
H -2.487 3.099 -3.167 0.081
H -2.661 3.491 0.467 0.073
H -2.007 4.144 -1.041 0.086
H -1.206 2.782 -0.249 0.020
H 0.873 0.328 5.089 0.100
H 1.805 -1.976 4.131 0.066
H 1.453 -2.269 2.428 0.065
H 0.427 -2.992 3.671 0.076
H -2.658 1.599 5.862 0.076
H -3.318 1.845 4.239 0.074
H -3.040 3.234 5.309 0.071
H -0.205 2.133 6.311 0.077
H -0.572 3.811 5.883 0.079
H 0.738 2.961 5.063 0.069
H -1.839 2.972 2.440 0.056
H -0.244 3.557 2.893 0.074
H -1.677 4.340 3.569 0.081
H 0.972 -4.053 -3.136 0.067
H 1.662 -5.343 -2.134 0.064
H 2.674 -4.505 -3.302 0.078
H 1.829 -1.492 -2.648 -0.003
H 3.248 -2.394 -3.207 0.076
H 3.352 -1.451 -1.738 0.059
H 3.134 -4.732 -0.158 0.076
H 3.710 -3.070 0.032 0.072
H 4.270 -4.038 -1.331 0.083
F 4.918 4.034 -1.648 0.098
C 3.662 3.541 -1.811 -0.583
F 3.472 3.593 -3.151 0.104
F 2.854 4.492 -1.302 0.120
C 3.490 2.196 -1.212 -0.128
C 4.565 1.600 -0.518 -0.001
C 4.312 0.423 0.179 -0.075
C 3.080 -0.181 0.079 -0.162
N 2.080 0.298 -0.719 -0.158
C 2.264 1.538 -1.259 -0.684
S 0.811 2.164 -1.903 0.745
H 5.519 2.095 -0.470 0.106
H 5.079 -0.011 0.803 0.102
H 2.847 -1.076 0.644 0.103
N 0.546 1.156 1.073 0.131
C 1.412 1.471 1.793 -0.129
C 2.386 1.833 2.692 -0.281
C 3.105 0.864 3.384 -0.275
N 3.730 0.093 3.978 0.133
C 2.686 3.154 2.997 -0.270
N 2.949 4.231 3.327 0.114
C -2.854 2.318 -6.276 -0.222
Si -2.586 0.411 -6.230 0.392
C -2.815 -0.020 -8.092 -0.239
C -4.146 -0.367 -5.423 -0.234
Si -0.578 -0.368 -5.206 0.015
Te -0.988 -1.199 -2.894 0.566
Si 1.092 1.285 -5.568 0.390
C 1.634 1.307 -7.418 -0.226
C 0.696 3.116 -5.210 -0.227
C 2.662 0.785 -4.609 -0.208
Si 0.159 -2.229 -6.526 0.389
C 0.066 -2.084 -8.446 -0.226
C 2.002 -2.690 -6.232 -0.211
C -0.824 -3.836 -6.146 -0.231
H -3.897 2.599 -6.412 0.021
H -2.288 2.755 -7.094 0.013
H -2.506 2.784 -5.364 -0.016
H -3.672 0.485 -8.532 0.017
H -2.953 -1.087 -8.235 0.004
H -1.939 0.271 -8.662 0.005
H -5.062 0.190 -5.605 0.016
H -4.007 -0.449 -4.350 -0.018
H -4.289 -1.376 -5.796 0.013
H 0.776 1.447 -8.069 0.007
H 2.112 0.374 -7.701 -0.001
H 2.335 2.112 -7.624 0.017
H -0.076 3.500 -5.870 0.004
H 1.578 3.742 -5.323 0.023
H 0.361 3.238 -4.188 -0.048
H 3.103 -0.129 -4.996 0.010
H 2.408 0.609 -3.569 -0.021
H 3.424 1.558 -4.621 0.023
H 0.471 -1.133 -8.777 -0.002
H -0.961 -2.133 -8.791 -0.006
H 0.620 -2.869 -8.956 0.017
H 2.651 -1.864 -6.507 0.002
H 2.328 -3.563 -6.796 0.022
H 2.171 -2.895 -5.182 -0.013
H -1.820 -3.780 -6.574 0.009
H -0.943 -3.938 -5.072 -0.012
H -0.347 -4.738 -6.523 0.016
```

Output
energy relative to the best compared isomer or geometry (same formula, charge and spin) = 106.73 kJ/mol
spin multiplicity = 3
HOMO (alpha / beta) = -0.77 / -2.25 eV
total charge = -2
⟨S²⟩ = 2.0217



The following is a DFT calculation (wB97M-V/def2-TZVPD) of C43H70CsGeN3O6PS4Si as an isolated structure in a non-equilibrium geometry.

Structure (XYZ):
```
130
Properties=species:S:1:pos:R:3:lowdin_charge:R:1
Cs -1.306 0.686 0.887 1.214
C -0.681 4.390 -1.248 -0.040
C -1.310 4.499 0.140 -0.728
C -2.177 5.767 0.195 -0.081
C -0.191 4.606 1.188 -0.034
O -2.084 3.324 0.338 -0.506
Ge -3.369 3.187 1.756 0.916
O -2.081 2.776 3.060 -0.406
C -2.342 2.623 4.447 -0.717
C -1.084 3.064 5.187 -0.048
C -2.639 1.151 4.754 -0.035
C -3.518 3.489 4.925 -0.087
O -3.769 1.331 1.404 -0.591
C -4.832 0.868 0.603 -0.737
C -4.447 0.931 -0.885 -0.050
C -6.120 1.683 0.810 -0.078
C -5.097 -0.586 1.013 -0.038
H 0.037 5.198 -1.420 0.084
H -1.457 4.432 -2.019 0.081
H -0.155 3.433 -1.333 0.073
H -1.590 6.647 -0.092 0.077
H -2.573 5.927 1.204 0.054
H -3.028 5.663 -0.488 0.078
H 0.372 5.538 1.057 0.082
H 0.500 3.761 1.091 0.083
H -0.615 4.576 2.195 0.067
H -0.229 2.476 4.853 0.031
H -1.198 2.931 6.268 0.082
H -0.882 4.121 4.978 0.081
H -1.796 0.522 4.442 0.054
H -3.530 0.831 4.199 0.077
H -2.806 0.996 5.825 0.083
H -3.341 4.541 4.670 0.075
H -3.638 3.401 6.010 0.077
H -4.453 3.179 4.444 0.056
H -4.196 1.967 -1.143 0.083
H -5.280 0.591 -1.513 0.080
H -3.569 0.305 -1.083 0.045
H -5.983 2.717 0.476 0.054
H -6.376 1.705 1.876 0.081
H -6.951 1.237 0.250 0.076
H -4.160 -1.154 0.973 0.064
H -5.839 -1.052 0.353 0.080
H -5.465 -0.616 2.044 0.086
O 2.385 -3.747 8.444 -0.115
C 1.909 -3.164 7.491 -1.072
S 0.787 -3.907 6.350 0.900
C 0.522 -2.518 5.285 -1.228
C 1.250 -1.349 5.625 -1.225
S 1.261 0.100 4.811 0.582
S 2.251 -1.486 7.085 0.907
S -0.541 -2.716 4.011 0.531
O -1.725 -1.513 -0.388 -0.558
P -1.358 -2.677 -1.238 0.546
N -0.715 -4.022 -0.515 -0.192
C -1.451 -4.603 0.642 -0.167
C -0.391 -5.415 1.415 -0.168
C 0.838 -5.428 0.495 -0.169
C 0.735 -4.091 -0.220 -0.190
N -0.234 -2.303 -2.381 -0.191
C 0.074 -0.888 -2.705 -0.156
C 0.988 -0.988 -3.949 -0.146
C 1.032 -2.481 -4.347 -0.162
C -0.127 -3.120 -3.586 -0.217
N -2.721 -3.265 -2.019 -0.163
C -2.844 -4.645 -2.527 -0.219
C -4.208 -5.108 -2.023 -0.180
C -5.031 -3.818 -2.089 -0.171
C -4.051 -2.754 -1.600 -0.190
H -2.260 -5.241 0.276 0.091
H -1.893 -3.832 1.279 0.102
H -0.748 -6.415 1.663 0.102
H -0.152 -4.903 2.347 0.044
H 0.769 -6.237 -0.236 0.104
H 1.772 -5.532 1.046 0.110
H 1.318 -4.038 -1.137 0.099
H 1.059 -3.282 0.441 0.122
H 0.578 -0.397 -1.866 0.084
H -0.839 -0.328 -2.941 0.114
H 1.982 -0.616 -3.717 0.083
H 0.604 -0.371 -4.762 0.105
H 1.979 -2.933 -4.041 0.100
H 0.922 -2.626 -5.423 0.099
H 0.056 -4.167 -3.325 0.109
H -1.049 -3.079 -4.183 0.106
H -2.020 -5.266 -2.182 0.100
H -2.839 -4.653 -3.623 0.103
H -4.134 -5.446 -0.986 0.099
H -4.620 -5.921 -2.623 0.103
H -5.933 -3.844 -1.477 0.106
H -5.322 -3.620 -3.124 0.108
H -4.104 -2.646 -0.517 0.088
H -4.257 -1.775 -2.031 0.104
C 3.443 -1.926 -0.931 -0.115
C 4.525 -0.832 -0.930 -0.586
C 5.549 -1.163 -2.025 -0.114
C 5.217 -0.872 0.444 -0.102
Si 3.594 0.855 -1.081 0.389
O 2.154 0.822 -0.455 -0.371
C 3.522 1.489 -2.904 -0.193
C 4.516 1.442 -3.891 -0.105
C 4.320 1.993 -5.157 -0.114
C 3.119 2.622 -5.468 -0.124
C 2.123 2.707 -4.500 -0.100
C 2.327 2.147 -3.241 -0.102
C 4.749 2.188 -0.331 -0.200
C 6.112 2.334 -0.622 -0.110
C 6.861 3.389 -0.112 -0.115
C 6.256 4.339 0.708 -0.124
C 4.905 4.214 1.017 -0.099
C 4.167 3.150 0.504 -0.077
H 3.909 -2.922 -0.834 0.082
H 2.847 -1.918 -1.848 0.058
H 2.751 -1.777 -0.099 0.071
H 6.034 -2.127 -1.806 0.073
H 6.342 -0.411 -2.110 0.054
H 5.067 -1.251 -3.005 0.068
H 5.587 -1.888 0.657 0.076
H 4.513 -0.598 1.241 0.089
H 6.064 -0.181 0.503 0.063
H 5.472 0.969 -3.679 0.078
H 5.106 1.931 -5.901 0.085
H 2.963 3.044 -6.454 0.084
H 1.184 3.204 -4.724 0.093
H 1.547 2.197 -2.482 0.082
H 6.610 1.610 -1.266 0.084
H 7.915 3.473 -0.350 0.086
H 6.832 5.169 1.098 0.084
H 4.428 4.945 1.662 0.092
H 3.111 3.047 0.753 0.092
```

Output
energy relative to the best compared isomer or geometry (same formula, charge and spin) = 119.26 kJ/mol
spin multiplicity = 2
HOMO (alpha / beta) = -2.11 / -2.79 eV
total charge = -2
⟨S²⟩ = 0.7681



The following is a DFT calculation (wB97M-V/def2-TZVPD) of C43H72Cl54IN3OPSi as an isolated structure in a non-equilibrium geometry.

Structure (XYZ):
```
176
Properties=species:S:1:pos:R:3:lowdin_charge:R:1
C 3.017 5.398 0.341 -0.115
C 3.623 5.112 -1.041 -0.214
C 3.295 3.659 -1.398 -0.484
C 4.102 3.184 -2.621 -0.174
C 3.258 2.438 -3.641 -0.167
C 2.437 1.371 -2.878 -0.275
C 0.931 1.725 -2.830 -0.285
C 0.067 0.726 -3.604 -0.256
C -0.378 -0.310 -2.581 -0.189
C -1.213 -1.543 -3.040 -0.362
C -1.701 -1.626 -4.477 -0.182
C -2.759 -0.554 -4.779 -0.739
C -2.409 0.168 -6.089 -0.167
I -4.669 -1.503 -5.159 0.930
C -2.371 -1.561 -2.083 -0.104
N -1.688 -1.968 -0.823 0.039
C -2.741 -2.531 0.078 -0.147
C -3.978 -1.645 0.200 -0.233
C -5.205 -2.254 -0.509 -0.076
C -0.749 -2.829 -1.282 -0.369
N 0.057 -3.578 -0.557 -0.027
P 0.234 -3.569 1.200 0.933
C 0.203 -1.834 1.758 -0.321
C -1.019 -4.631 2.037 -0.264
N -0.638 -2.865 -2.620 0.087
C 0.761 -2.973 -3.124 -0.084
C 1.170 -4.406 -3.448 -0.269
O 1.042 -4.657 -4.820 -0.194
Si 2.158 -5.784 -5.431 0.472
C 2.672 -7.055 -4.155 -0.197
C 1.434 -6.704 -6.899 -0.146
C 3.698 -4.810 -5.946 -0.138
H 1.966 5.624 0.212 0.036
H 3.472 6.247 0.832 0.043
H 3.148 4.519 0.954 0.051
H 3.123 5.723 -1.777 0.107
H 4.688 5.279 -1.034 0.106
H 3.563 3.059 -0.530 -0.093
H 2.231 3.615 -1.595 -0.006
H 4.590 4.022 -3.104 0.116
H 4.862 2.493 -2.278 0.073
H 2.611 3.102 -4.197 0.110
H 3.872 1.933 -4.376 0.106
H 2.815 1.215 -1.879 -0.128
H 2.538 0.431 -3.407 0.106
H 0.632 1.676 -1.786 -0.050
H 0.744 2.735 -3.159 0.089
H 0.565 0.308 -4.466 0.124
H -0.805 1.270 -3.948 -0.043
H -0.978 0.229 -1.866 -0.003
H 0.524 -0.595 -2.049 0.112
H -2.029 -2.619 -4.731 0.101
H -0.851 -1.435 -5.115 0.105
H -2.837 0.183 -3.998 -0.024
H -3.291 0.458 -6.631 0.037
H -1.832 1.065 -5.914 0.070
H -1.841 -0.468 -6.754 0.081
H -2.894 -0.625 -2.071 0.079
H -3.001 -2.389 -2.403 0.129
H -2.999 -3.543 -0.204 0.129
H -2.316 -2.603 1.062 0.071
H -4.225 -1.632 1.250 0.093
H -3.800 -0.618 -0.078 -0.004
H -5.754 -2.821 0.229 0.072
H -5.889 -1.509 -0.887 0.072
H -4.903 -2.968 -1.259 0.062
H 0.690 -4.200 -1.027 0.077
H 1.122 -1.388 1.413 0.022
H 0.220 -1.785 2.837 0.001
H -0.624 -1.248 1.385 -0.030
H -0.580 -5.500 2.487 0.029
H -1.795 -4.888 1.333 0.022
H -1.514 -4.027 2.786 0.037
H 1.413 -2.644 -2.321 0.122
H 0.954 -2.313 -3.952 0.135
H 2.183 -4.531 -3.077 0.108
H 0.486 -5.059 -2.902 0.124
H 3.416 -7.738 -4.549 0.044
H 1.842 -7.659 -3.798 -0.013
H 3.111 -6.594 -3.274 -0.034
H 2.270 -7.024 -7.504 0.037
H 0.864 -7.564 -6.581 -0.040
H 0.788 -6.027 -7.439 0.034
H 3.785 -4.873 -7.020 0.026
H 3.594 -3.781 -5.634 0.020
H 4.572 -5.198 -5.440 0.028
C 0.224 -0.149 5.612 -1.562
Cl -0.606 0.671 4.288 0.478
Cl -0.487 -1.738 5.933 0.522
Cl 1.944 -0.314 5.234 0.544
H 0.124 0.460 6.501 -0.040
C 5.248 6.199 3.887 -1.502
Cl 6.098 6.774 2.451 0.555
Cl 3.729 7.071 4.115 0.549
Cl 4.938 4.467 3.766 0.467
H 5.879 6.375 4.747 0.022
C -4.699 0.863 5.572 -1.547
Cl -3.463 -0.359 5.866 0.507
Cl -6.165 0.512 6.488 0.562
Cl -4.088 2.473 5.949 0.542
H -4.953 0.835 4.521 -0.029
C -0.590 -10.115 -4.966 -1.527
Cl -1.498 -8.974 -3.967 0.518
Cl -0.722 -9.683 -6.669 0.559
Cl 1.100 -10.167 -4.469 0.558
H -1.014 -11.100 -4.826 0.013
C -8.362 -0.175 3.563 -1.557
Cl -6.874 -0.280 2.605 0.516
Cl -9.463 1.009 2.866 0.547
Cl -9.129 -1.755 3.687 0.542
H -8.094 0.153 4.558 -0.045
C 3.880 -8.459 -0.200 -1.539
Cl 5.221 -8.754 -1.303 0.542
Cl 3.029 -6.972 -0.645 0.513
Cl 2.767 -9.824 -0.185 0.535
H 4.279 -8.332 0.797 0.013
C 1.540 9.983 3.465 -1.538
Cl 0.008 9.241 3.949 0.502
Cl 1.556 10.285 1.730 0.544
Cl 1.812 11.475 4.365 0.549
H 2.345 9.298 3.690 -0.058
C 7.066 0.750 -0.391 -1.528
Cl 6.266 -0.260 -1.603 0.531
Cl 8.408 1.635 -1.110 0.551
Cl 5.911 1.859 0.349 0.554
H 7.460 0.104 0.381 0.015
C -8.388 -0.356 -5.557 -1.581
Cl -8.150 0.139 -7.234 0.522
Cl -9.632 0.627 -4.786 0.530
Cl -8.798 -2.071 -5.459 0.487
H -7.458 -0.201 -5.026 -0.066
C 4.941 0.843 7.305 -1.550
Cl 6.118 0.132 8.401 0.536
Cl 3.566 1.501 8.200 0.512
Cl 5.683 2.094 6.299 0.531
H 4.574 0.062 6.652 -0.021
C 4.368 -3.112 10.026 -1.546
Cl 3.496 -2.252 8.751 0.503
Cl 3.630 -4.684 10.329 0.535
Cl 6.072 -3.295 9.612 0.521
H 4.301 -2.526 10.932 0.016
C -2.051 10.917 6.403 -1.573
Cl -2.211 12.392 7.356 0.535
Cl -1.943 9.501 7.452 0.514
Cl -3.392 10.750 5.269 0.509
H -1.135 10.981 5.832 -0.048
C 9.016 2.552 4.688 -1.563
Cl 9.974 3.992 5.028 0.538
Cl 8.014 2.792 3.253 0.484
Cl 10.054 1.140 4.494 0.534
H 8.362 2.375 5.531 -0.041
C -11.339 -4.574 -2.984 -1.553
Cl -10.082 -4.825 -4.199 0.496
Cl -12.234 -3.091 -3.315 0.527
Cl -12.425 -5.960 -2.913 0.532
H -10.860 -4.470 -2.021 0.009
C -4.112 7.729 2.102 -1.545
Cl -5.432 8.687 2.772 0.530
Cl -3.738 8.246 0.457 0.525
Cl -2.680 7.833 3.127 0.482
H -4.429 6.696 2.067 0.008
C -3.675 2.442 -2.344 -1.395
Cl -2.040 2.027 -2.869 0.778
Cl -4.799 2.196 -3.678 0.588
Cl -4.143 1.454 -0.955 0.631
H -3.695 3.482 -2.048 0.026
C 1.088 2.354 0.177 -1.218
Cl 0.366 3.724 -0.670 0.723
Cl -0.044 0.990 0.233 0.695
Cl 2.598 1.871 -0.588 0.860
H 1.302 2.655 1.194 0.041
C 1.122 4.256 6.431 -1.489
Cl 2.782 4.168 5.843 0.482
Cl 0.333 5.696 5.784 0.536
Cl 0.223 2.800 5.991 0.554
H 1.140 4.329 7.509 0.019
```

Output
HOMO = -9.92 eV
total charge = +1